{
  "formula": "C7H10",
  "method": "ωB97M-V with the def2-TZVPD basis set",
  "species": ["H", "H", "C", "H", "H", "C", "H", "H", "H", "H", "H", "H", "C", "C", "C", "C", "C"],
  "xyz": [[0.7778, -0.5906, -1.4739], [-1.9263, -0.3303, -0.2610], [-1.6335, 0.7252, -0.4891], [2.0739, -0.8209, 0.4086], [-2.2928, 1.1196, 0.2184], [0.1799, -1.6656, 0.9305], [-2.0667, 1.0799, -1.4676], [1.6165, 1.0776, -1.7225], [1.9294, -1.3276, 2.1408], [-0.3152, 0.1012, 2.2343], [0.2133, 1.8639, 0.1586], [0.0008, 0.8377, -2.2733], [-0.6054, -2.6427, 0.7274], [1.4843, -0.8237, 1.3089], [0.1723, -0.2174, 1.3019], [-0.2066, 1.0193, -0.2497], [0.5985, 0.5945, -1.4924]],
  "forces_ev_per_a": [[-0.546, 2.489, -0.249], [0.879, 0.268, -1.144], [-1.693, -0.469, -0.561], [0.369, 0.539, -0.122], [-0.818, 1.539, 1.433], [0.173, 0.818, 0.322], [0.770, -0.611, 0.720], [-1.437, -0.558, 0.946], [0.336, 0.401, 0.712], [0.144, -0.228, -0.561], [-0.052, 2.300, 1.041], [-1.732, 0.372, -2.717], [0.236, 0.141, -0.050], [-0.997, -2.034, -0.971], [-0.511, 2.672, -2.178], [1.598, -5.073, 0.910], [3.281, -2.564, 2.469]],
  "nbo_charge": [0.22, 0.25, -0.67, 0.23, 0.22, -0.48, 0.22, 0.21, 0.24, 0.23, 0.21, 0.21, 0.16, -0.34, -0.17, -0.09, -0.64],
  "e_lumo_ev": 0.14,
  "energy_ha": -272.45632,
  "e_above_lowest_ev": 7.1207,
  "gap_ev": 9.467,
  "charge": 0
}